Record 1
A structure of composition C18H36NO20S2 in a non-equilibrium geometry. Source: OMol25; level of theory: the ωB97M-V functional and the def2-TZVPD basis.

## Properties
- 2S+1: 1
- Kohn-Sham gap: 8.70 eV
- LUMO level: 2.05 eV
- HOMO: -6.65 eV
- Total charge: -1
- Electronic energy: -3063.2919 a.u.

Cartesian coordinates (Å):
O (2.03, -1.87, 3.27)
S (2.98, -1.71, 2.21)
O (3.38, -0.33, 2.08)
N (2.46, -2.18, 0.74)
S (1.90, -3.69, 0.66)
O (1.00, -3.77, -0.47)
O (1.25, -4.19, 1.84)
C (3.21, -4.86, 0.26)
C (4.40, -4.70, 1.15)
C (4.28, -5.48, 2.56)
O (5.20, -5.75, 1.29)
H (4.11, -2.37, 2.58)
H (2.87, -5.88, 0.43)
H (3.60, -4.69, -0.74)
H (4.87, -3.72, 1.18)
H (4.61, -4.50, 3.05)
H (4.97, -6.05, 3.18)
C (-0.88, -1.99, 0.39)
O (-1.65, -0.79, 0.15)
C (-2.94, -0.97, -0.05)
O (-3.53, -2.02, -0.05)
O (-3.50, 0.23, -0.25)
C (-4.91, 0.17, -0.48)
H (0.15, -1.70, 0.53)
H (-1.24, -2.49, 1.29)
H (-0.95, -2.66, -0.46)
H (-5.42, -0.25, 0.39)
H (-5.13, -0.41, -1.37)
H (-5.26, 1.19, -0.63)
C (-10.73, 1.80, -1.60)
O (-10.73, 0.38, -1.47)
C (-9.52, -0.18, -1.57)
O (-8.49, 0.41, -1.74)
O (-9.65, -1.50, -1.43)
C (-8.42, -2.22, -1.51)
H (-11.76, 2.12, -1.51)
H (-10.14, 2.25, -0.81)
H (-10.35, 2.10, -2.58)
H (-7.74, -1.92, -0.71)
H (-7.95, -2.07, -2.48)
H (-8.67, -3.27, -1.39)
C (3.98, -1.72, 10.06)
O (3.13, -2.08, 8.97)
C (2.96, -1.11, 8.06)
O (3.46, -0.01, 8.12)
O (2.16, -1.56, 7.12)
C (1.88, -0.63, 6.06)
H (4.03, -2.58, 10.71)
H (4.98, -1.48, 9.70)
H (3.56, -0.88, 10.61)
H (2.79, -0.35, 5.54)
H (1.38, 0.25, 6.46)
H (1.23, -1.13, 5.36)
C (4.23, 3.59, -2.96)
O (3.41, 2.43, -2.92)
C (2.95, 2.13, -1.69)
O (3.19, 2.75, -0.70)
O (2.20, 1.05, -1.80)
C (1.63, 0.58, -0.55)
H (4.54, 3.74, -4.00)
H (3.68, 4.47, -2.63)
H (5.12, 3.45, -2.35)
H (0.98, 1.33, -0.13)
H (2.42, 0.30, 0.14)
H (1.05, -0.30, -0.78)
C (1.79, 3.65, -5.62)
O (2.53, 4.67, -6.30)
C (1.78, 5.61, -6.86)
O (0.58, 5.67, -6.84)
O (2.59, 6.48, -7.46)
C (1.91, 7.56, -8.11)
H (2.51, 2.95, -5.20)
H (1.21, 4.08, -4.80)
H (1.14, 3.12, -6.30)
H (1.34, 8.14, -7.39)
H (1.26, 7.18, -8.90)
H (2.68, 8.19, -8.55)

Atom-resolved charges from Mulliken, all expressed in e:
1 O -0.56
2 S 1.01
3 O -0.78
4 N -0.31
5 S 1.12
6 O -0.72
7 O -0.61
8 C -0.71
9 C 0.11
10 C -0.73
11 O -0.46
12 H -0.08
13 H 0.33
14 H 0.29
15 H 0.59
16 H 0.10
17 H 0.44
18 C -0.18
19 O -0.18
20 C 0.70
21 O -0.58
22 O -0.36
23 C -0.63
24 H -0.48
25 H 0.42
26 H 0.45
27 H 0.28
28 H 0.28
29 H 0.28
30 C -0.62
31 O -0.33
32 C 0.82
33 O -0.54
34 O -0.32
35 C -0.56
36 H 0.22
37 H 0.30
38 H 0.29
39 H 0.26
40 H 0.29
41 H 0.21
42 C -0.63
43 O -0.32
44 C 0.80
45 O -0.55
46 O -0.29
47 C -0.57
48 H 0.21
49 H 0.29
50 H 0.29
51 H 0.27
52 H 0.32
53 H 0.18
54 C -0.74
55 O -0.31
56 C 0.72
57 O -0.54
58 O -0.36
59 C -0.23
60 H 0.22
61 H 0.33
62 H 0.35
63 H 0.29
64 H 0.12
65 H 0.14
66 C -0.65
67 O -0.29
68 C 0.79
69 O -0.54
70 O -0.32
71 C -0.63
72 H 0.17
73 H 0.31
74 H 0.36
75 H 0.29
76 H 0.29
77 H 0.22



Record 2
An isolated molecule of C4H8N2 in a non-equilibrium geometry. Source: OMol25; level of theory: the ωB97M-V functional and the def2-TZVPD basis.

## Properties
- 2S+1: 1
- Kohn-Sham gap: 10.48 eV
- LUMO level: 0.90 eV
- HOMO: -9.57 eV
- Total charge: 0
- Electronic energy: -266.6995 a.u.
- SMILES: CN[C@@H](C)C#N

Cartesian coordinates (Å):
C (-1.61, -0.95, -0.34)
N (-0.20, -0.94, 0.03)
C (0.43, 0.36, -0.21)
C (0.60, 1.15, 1.09)
C (1.74, 0.17, -0.87)
N (2.76, 0.00, -1.39)
H (-2.16, -0.25, 0.29)
H (-2.02, -1.95, -0.15)
H (-1.79, -0.68, -1.39)
H (0.30, -1.67, -0.45)
H (-0.17, 0.96, -0.92)
H (1.05, 2.13, 0.91)
H (-0.38, 1.29, 1.56)
H (1.24, 0.58, 1.78)

Atom-resolved charges from Mulliken, all expressed in e:
1 C -0.93
2 N -0.41
3 C 0.52
4 C -1.27
5 C 0.11
6 N -0.43
7 H 0.29
8 H 0.34
9 H 0.33
10 H 0.29
11 H 0.17
12 H 0.36
13 H 0.32
14 H 0.32



Record 3
A structure of composition C6H20F2NO9S2V in a non-equilibrium geometry. Source: OMol25; level of theory: the ωB97M-V functional and the def2-TZVPD basis.

## Properties
- 2S+1: 4
- Kohn-Sham gap (alpha / beta): 5.45 / 6.12 eV
- LUMO level (alpha / beta): 0.49 / 0.93 eV
- HOMO (alpha / beta): -4.96 / -5.19 eV
- Total charge: -1
- Electronic energy: -2912.3375 a.u.

Cartesian coordinates (Å):
V (-0.36, -0.67, -1.82)
O (0.64, -3.65, -2.51)
H (1.55, -3.79, -2.84)
O (-2.81, -1.42, -3.70)
H (-3.48, -0.76, -3.44)
N (1.82, 1.41, -3.45)
S (3.51, 1.61, -3.38)
O (3.97, 2.39, -2.23)
O (4.27, 1.72, -4.61)
F (3.76, 0.10, -2.93)
S (1.64, 2.66, -4.25)
O (1.87, 2.63, -5.71)
O (1.88, 3.95, -3.58)
F (0.04, 2.65, -4.16)
C (-1.65, 3.00, 1.98)
C (-1.23, 3.11, 0.55)
O (-1.95, 2.10, -0.18)
H (-0.98, 3.62, 2.58)
H (-1.55, 2.01, 2.42)
H (-2.60, 3.48, 2.21)
H (-0.21, 2.75, 0.47)
H (-1.44, 4.08, 0.10)
H (-2.83, 2.47, -0.34)
C (-3.94, -3.77, 2.79)
C (-3.82, -2.49, 1.95)
O (-2.88, -2.70, 0.96)
H (-4.08, -4.63, 2.13)
H (-4.82, -3.74, 3.43)
H (-3.06, -3.90, 3.42)
H (-3.53, -1.62, 2.53)
H (-4.69, -2.25, 1.34)
H (-3.20, -3.44, 0.43)
C (4.22, -0.81, 2.33)
C (2.77, -0.44, 2.42)
O (2.10, -0.94, 1.27)
H (4.41, -1.88, 2.24)
H (4.78, -0.38, 3.16)
H (4.68, -0.36, 1.44)
H (2.63, 0.64, 2.40)
H (2.32, -0.80, 3.35)
H (2.24, -1.89, 1.24)

Atom-resolved charges from Mulliken, all expressed in e:
1 V 1.15
2 O -0.67
3 H 0.23
4 O -0.88
5 H 0.16
6 N -0.09
7 S 1.02
8 O -0.57
9 O -0.54
10 F -0.27
11 S 0.98
12 O -0.60
13 O -0.59
14 F -0.32
15 C -0.97
16 C -0.23
17 O -0.48
18 H 0.35
19 H 0.24
20 H 0.35
21 H 0.23
22 H 0.28
23 H 0.25
24 C -1.00
25 C -0.23
26 O -0.46
27 H 0.34
28 H 0.32
29 H 0.24
30 H 0.24
31 H 0.28
32 H 0.28
33 C -1.03
34 C -0.22
35 O -0.47
36 H 0.35
37 H 0.32
38 H 0.27
39 H 0.25
40 H 0.25
41 H 0.28



Record 4
A structure of composition C33H25BrClN5O4V in a non-equilibrium geometry. Source: OMol25; level of theory: the ωB97M-V functional and the def2-TZVPD basis.

## Properties
- 2S+1: 3
- Kohn-Sham gap (alpha / beta): 7.32 / 7.03 eV
- LUMO level (alpha / beta): -3.39 / -3.67 eV
- HOMO (alpha / beta): -10.70 / -10.70 eV
- Total charge: +1
- Electronic energy: -5825.3527 a.u.

Cartesian coordinates (Å):
V (-0.03, 1.46, -0.56)
O (-1.24, -0.99, -3.33)
C (-1.13, -0.13, -2.49)
N (0.02, 0.53, -2.11)
C (1.26, 0.21, -2.62)
O (1.50, -0.46, -3.59)
C (2.34, 0.77, -1.72)
C (3.69, 0.58, -1.96)
C (4.61, 1.05, -1.03)
C (4.14, 1.68, 0.11)
C (2.77, 1.85, 0.26)
N (1.89, 1.41, -0.63)
C (-2.26, 0.28, -1.58)
C (-3.55, -0.23, -1.70)
C (-4.50, 0.13, -0.76)
C (-4.15, 1.03, 0.25)
C (-2.85, 1.52, 0.27)
N (-1.93, 1.15, -0.61)
H (4.00, 0.08, -2.87)
H (5.67, 0.93, -1.19)
H (4.81, 2.05, 0.87)
H (2.37, 2.37, 1.13)
H (-3.78, -0.91, -2.51)
H (-5.50, -0.26, -0.81)
H (-4.85, 1.34, 0.99)
H (-2.55, 2.25, 1.00)
C (-0.15, 2.08, 2.50)
O (0.02, 1.00, 1.59)
C (0.08, -0.27, 2.16)
C (0.01, -0.50, 3.52)
C (0.11, -1.81, 4.00)
Br (0.05, -2.06, 5.88)
C (0.24, -2.88, 3.15)
C (0.26, -2.66, 1.78)
C (0.20, -1.36, 1.28)
O (0.31, -1.09, -0.06)
C (0.40, -3.80, 0.88)
N (1.13, -4.84, 1.13)
C (1.05, -5.65, 0.03)
C (1.68, -6.86, -0.24)
C (1.42, -7.44, -1.46)
C (0.57, -6.85, -2.40)
C (-0.05, -5.64, -2.16)
C (0.20, -5.05, -0.93)
N (-0.18, -3.84, -0.38)
H (0.70, 2.15, 3.18)
H (-1.07, 1.96, 3.08)
H (-0.21, 2.99, 1.90)
H (-0.08, 0.30, 4.23)
H (0.33, -3.89, 3.52)
H (0.61, -1.90, -0.52)
H (2.34, -7.30, 0.48)
H (1.89, -8.38, -1.72)
H (0.41, -7.34, -3.35)
H (-0.71, -5.18, -2.88)
H (-0.96, -3.29, -0.71)
Cl (-1.83, 7.45, 2.33)
C (-1.34, 6.20, 1.25)
C (-2.29, 5.49, 0.52)
C (-1.88, 4.53, -0.38)
C (-0.53, 4.24, -0.58)
C (-0.12, 3.25, -1.58)
C (0.41, 4.95, 0.18)
C (0.02, 5.91, 1.09)
H (-3.34, 5.72, 0.64)
H (-2.63, 4.03, -0.99)
H (0.84, 3.51, -2.04)
H (-0.88, 3.15, -2.36)
H (1.47, 4.80, -0.01)
H (0.75, 6.47, 1.64)

Atom-resolved charges from Mulliken, all expressed in e:
1 V -0.63
2 O -0.62
3 C 0.08
4 N 0.30
5 C 0.13
6 O -0.58
7 C 0.60
8 C -0.78
9 C -0.42
10 C -0.99
11 C -0.14
12 N 0.68
13 C 0.56
14 C -0.81
15 C -0.52
16 C -1.02
17 C -0.13
18 N 0.78
19 H 0.60
20 H 0.46
21 H 0.48
22 H 0.45
23 H 0.63
24 H 0.47
25 H 0.49
26 H 0.46
27 C -1.22
28 O 0.64
29 C -0.34
30 C -0.63
31 C -0.68
32 Br -0.18
33 C -0.70
34 C 1.03
35 C 0.54
36 O -0.14
37 C 0.03
38 N -0.72
39 C 0.60
40 C -0.84
41 C -0.49
42 C -0.51
43 C -0.93
44 C 0.57
45 N -0.07
46 H 0.41
47 H 0.42
48 H 0.03
49 H 0.66
50 H 0.63
51 H 0.35
52 H 0.47
53 H 0.40
54 H 0.39
55 H 0.42
56 H 0.15
57 Cl -0.20
58 C 0.32
59 C -0.88
60 C -0.16
61 C 0.39
62 C -1.37
63 C -0.14
64 C -0.87
65 H 0.46
66 H 0.56
67 H 0.74
68 H 0.45
69 H 0.47
70 H 0.46